Entry 1:
A cluster of 2 separate species, C3H6INO2 in total at a distorted geometry, computed with wB97M-V/def2-TZVPD.

The calculation puts the lowest unoccupied orbital energy at 0.201 eV. The value obtained for the energy relative to the best compared isomer or geometry (same formula, charge and spin) is 540.1 kJ/mol. As for the structure (SMILES): [O-]/[N+](O)=C\I.C=C. The calculation puts the HOMO energy at -8.9 eV. Its orbital gap is 0.33533 hartree.

Element x y z (Å)
O 1.3104 -2.4734 1.0642
N 0.1930 -2.1256 0.5934
O -0.0823 -2.3902 -0.7690
C -0.7686 -1.5376 1.1375
I -0.6769 -1.3201 3.2155
H 0.8127 -2.7781 -1.0328
H -1.6404 -1.2638 0.5770
C 0.4987 1.1366 0.8740
C -0.6091 0.8419 0.2178
H 0.5447 1.5843 1.8431
H 1.4409 0.8191 0.3318
H -0.3760 0.6012 -0.7758
H -1.5482 1.2380 0.4611

Entry 2:
The ion H3N3O2P with charge -1 at a distorted geometry, computed with wB97M-V/def2-TZVPD.

The calculation puts the lowest unoccupied orbital energy at 4.634 eV. The value obtained for the energy relative to the best compared isomer or geometry (same formula, charge and spin) is 116.9 kJ/mol. As for the structure (SMILES): [H]/N=N/[P@@](N)(=O)[O-]. The calculation puts the HOMO energy at -3.9 eV. Its orbital gap is 0.31384 hartree. The net charge is -1.

Element x y z (Å)
H -3.0319 -0.4720 -0.0495
N -2.1025 0.2274 -0.1336
N -1.0740 -0.3402 0.2519
P 0.5573 0.7379 -0.0255
N 1.5934 -0.6637 0.2523
O 0.7656 1.2264 -1.3925
O 0.4599 1.5987 1.1651
H 0.8459 -1.3750 0.5897
H 1.9863 -0.9395 -0.6581

Entry 3:
The ion C3H7IN with charge +1 at a distorted geometry, computed with wB97M-V/def2-TZVPD.

The calculation puts the lowest unoccupied orbital energy at -4.547 eV. The value obtained for the energy relative to the best compared isomer or geometry (same formula, charge and spin) is 221.2 kJ/mol. As for the structure (SMILES): C[N@H+]1C[C@@H]1I. The calculation puts the HOMO energy at -14.2 eV. Its orbital gap is 0.35325 hartree. The net charge is +1.

Element x y z (Å)
C 1.2534 -0.9612 0.0535
N -0.0514 -0.1556 0.3105
C -0.2487 1.2676 0.1479
C -1.0245 0.3119 -0.6613
I -3.1199 -0.0573 0.0189
H 1.6424 -1.0785 0.9727
H 0.8570 -1.9170 -0.4248
H 1.8334 -0.2194 -0.5308
H -0.5334 -0.5796 1.1661
H 0.6956 1.6342 -0.3519
H -0.5816 1.7203 1.0598
H -0.7222 0.0345 -1.7607

Entry 4:
A cluster of 2 separate species, C5H12O in total, computed with wB97M-V/def2-TZVPD.

The calculation puts the lowest unoccupied orbital energy at -0.288 eV. The value obtained for the energy relative to the best compared isomer or geometry (same formula, charge and spin) is 445.4 kJ/mol. The calculation puts the HOMO energy at -8.7 eV. Its orbital gap is 0.30908 hartree.

Element x y z (Å)
C -0.8236 0.5793 1.9244
C -0.0086 -1.0625 0.5316
C 0.5969 -0.6248 -0.6732
C -0.2723 -0.7289 -1.9183
C 0.9972 1.0537 -0.4859
O -0.0699 1.7583 -0.2551
H -1.0535 1.6310 2.1522
H 0.0008 0.3006 2.5809
H -1.7092 -0.0188 2.1358
H 0.6093 -1.4162 1.3502
H -1.0382 -1.4016 0.5379
H 1.6078 -1.0274 -0.7842
H -1.2430 -0.2572 -1.7352
H 0.1869 -0.2097 -2.7664
H -0.4353 -1.7731 -2.2051
H 1.4626 1.2030 -1.4721
H 1.7708 1.0425 0.3136
H -0.5787 0.9518 0.7690

Entry 5:
A structure of composition C18H28BHgN6, computed with wB97M-V/def2-TZVPD.

Its multiplicity is 2. The calculation puts the lowest unoccupied orbital energy (alpha / beta) at 0.844 / -1.119 eV. The value obtained for the energy relative to the best compared isomer or geometry (same formula, charge and spin) is 0.0 kJ/mol. As for the expectation value of S²: 0.753. The calculation puts the HOMO energy (alpha / beta) at -7.5 / -8.8 eV. Its orbital gap (alpha / beta) is 0.30496 / 0.28188 hartree.

Element x y z (Å)
Hg 0.0458 0.7931 -0.5920
C -3.5388 0.9365 -1.5747
C -3.3764 -0.5228 -1.9976
C -2.6300 -0.6287 -3.3308
C -2.6985 -1.3569 -0.9479
C -3.0760 -2.6237 -0.4786
C -2.0973 -2.9653 0.4305
N -1.2010 -1.9679 0.4854
N -1.5683 -0.9802 -0.3603
B 0.0709 -1.9240 1.3600
N 0.0693 -0.6816 2.2744
C 0.0507 -0.6907 3.6170
C 0.0621 0.6115 4.0632
C 0.0934 1.3885 2.8941
N 0.0947 0.5958 1.8278
C 0.0659 2.8889 2.8084
C 0.8235 3.4437 1.6058
C -1.3799 3.3955 2.8206
N 1.3384 -1.9526 0.4755
C 2.2913 -2.8966 0.4603
C 3.2396 -2.5444 -0.4774
C 2.7796 -1.3335 -1.0127
N 1.6353 -0.9941 -0.4269
C 3.4057 -0.4783 -2.0778
C 3.7535 0.9124 -1.5420
C 2.5081 -0.3822 -3.3134
H -4.1356 1.4790 -2.3099
H -2.5700 1.4370 -1.5059
H -4.0271 1.0157 -0.6027
H -4.3753 -0.9482 -2.1265
H -1.6327 -0.1916 -3.2368
H -3.1633 -0.0928 -4.1180
H -2.5151 -1.6694 -3.6356
H -3.9460 -3.1930 -0.7576
H -1.9742 -3.8405 1.0462
H 0.0818 -2.9046 2.0544
H 0.0359 -1.6248 4.1530
H 0.0590 0.9594 5.0821
H 0.5609 3.2534 3.7133
H 0.3063 3.2099 0.6722
H 1.8332 3.0352 1.5442
H 0.8924 4.5305 1.6740
H -1.9000 3.0624 1.9194
H -1.4072 4.4862 2.8476
H -1.9245 3.0138 3.6847
H 2.2253 -3.7463 1.1189
H 4.1358 -3.0788 -0.7426
H 4.3349 -0.9755 -2.3680
H 2.8448 1.4558 -1.2720
H 4.2799 1.4960 -2.2992
H 4.3833 0.8470 -0.6539
H 1.5768 0.1349 -3.0701
H 2.2545 -1.3719 -3.6951
H 3.0048 0.1787 -4.1072

Entry 6:
A cluster of 2 separate species, C2H3NO3 in total at a distorted geometry, computed with wB97M-V/def2-TZVPD.

The calculation puts the lowest unoccupied orbital energy at 0.976 eV. The value obtained for the energy relative to the best compared isomer or geometry (same formula, charge and spin) is 311.9 kJ/mol. The calculation puts the HOMO energy at -10.7 eV. Its orbital gap is 0.42958 hartree.

Element x y z (Å)
C -1.0234 -0.2071 0.5129
C 0.6316 1.1053 -1.6338
N 1.2334 -0.4407 0.8202
O -1.0171 -1.2766 -0.0156
O -0.3521 1.3965 -2.0990
O 0.0756 0.4261 0.8749
H -1.8859 0.5679 0.8065
H 1.5110 -0.2313 -0.1319
H 0.8270 -1.3400 0.8659

Entry 7:
A structure of composition C21H49MnN5O7 at a distorted geometry, computed with wB97M-V/def2-TZVPD.

Its multiplicity is 6. The calculation puts the lowest unoccupied orbital energy (alpha / beta) at -1.890 / -2.098 eV. As for the expectation value of S²: 8.759. The calculation puts the HOMO energy (alpha / beta) at -8.9 / -8.9 eV. Its orbital gap (alpha / beta) is 0.25932 / 0.25047 hartree.

Element x y z (Å)
Mn -4.3348 0.3606 -0.8235
C -1.5917 -1.6404 1.8842
C -1.6826 -0.3966 1.0127
C -0.4209 -0.1225 0.2117
O -2.7795 -0.3899 0.1306
H -1.3351 -2.5061 1.2748
H -2.5344 -1.7891 2.4180
H -0.9244 -1.4093 2.7169
H -1.7695 0.4949 1.6510
H -0.5340 -0.7064 -0.7094
H 0.4278 -0.6471 0.6615
H -0.0686 0.8875 0.0753
C -2.9964 2.9260 -4.1080
C -2.5172 1.7003 -3.3034
C -1.2870 2.1389 -2.5317
O -3.5372 1.0628 -2.6056
H -4.0346 2.8306 -4.4386
H -2.3987 3.1831 -4.9836
H -3.0351 3.8468 -3.5103
H -2.2763 0.9742 -4.0937
H -0.4824 2.2794 -3.2673
H -0.7983 1.2521 -2.1079
H -1.3719 2.9417 -1.8128
C 2.7998 0.4314 0.8207
O 2.1187 0.5205 1.8267
N 3.9521 1.1065 0.6349
C 4.7118 0.9305 -0.5914
C 4.3724 2.1432 1.5351
H 2.4864 -0.2110 -0.0171
H 5.7634 0.7240 -0.3833
H 4.7109 1.8479 -1.1851
H 4.2636 0.0876 -1.1116
H 3.8793 2.1024 2.5041
H 5.4238 2.0273 1.8202
H 4.3161 3.1815 1.1955
C 2.6298 4.5108 -1.5282
O 2.9308 5.5036 -2.1666
N 1.4038 4.2994 -1.0147
C 1.1546 2.9937 -0.3574
C 0.2857 5.1583 -1.2165
H 3.4176 3.7724 -1.3197
H 1.7125 2.2396 -0.9133
H 0.1114 2.7616 -0.2173
H 1.6947 3.0773 0.5911
H 0.5102 6.0038 -1.8653
H -0.5539 4.7114 -1.7578
H -0.2213 5.5358 -0.3222
C -1.3956 -3.8696 -1.8771
O -0.5827 -3.9268 -2.7747
N -2.4183 -4.7615 -1.7146
C -3.1752 -4.6294 -0.4863
C -2.4080 -6.0291 -2.3877
H -1.5163 -2.9753 -1.2445
H -3.0645 -3.6393 -0.0471
H -2.6931 -5.3455 0.1960
H -4.2328 -4.8916 -0.4715
H -3.3270 -6.3465 -2.8762
H -1.5545 -6.0772 -3.0616
H -2.1554 -6.8436 -1.6912
C 1.8754 -6.8649 1.6914
O 2.8936 -7.4580 1.9832
N 1.7675 -5.9216 0.7286
C 0.6861 -4.9630 0.7291
C 2.8189 -5.7107 -0.2562
H 0.9250 -7.0365 2.2263
H 0.0628 -5.1234 -0.1602
H 1.0909 -3.9703 0.5090
H 0.0753 -4.9183 1.6252
H 3.3560 -4.7669 -0.1930
H 3.4809 -6.5717 -0.2667
H 2.2723 -5.7774 -1.2034
C -0.1235 3.1661 4.3619
O 0.1286 3.4609 5.5106
N -1.0799 3.7515 3.6071
C -1.8247 4.8937 4.1054
C -1.3626 3.2243 2.2748
H 0.3720 2.3786 3.7667
H -1.2045 5.7841 4.2003
H -2.0953 4.6052 5.1252
H -2.7494 5.0336 3.5530
H -0.5856 2.5841 1.8712
H -2.3397 2.7387 2.3520
H -1.5084 4.0663 1.5927

Entry 8:
A structure of composition C30H47BeN4O2P2S, computed with wB97M-V/def2-TZVPD.

The calculation puts the lowest unoccupied orbital energy at -1.744 eV. The value obtained for the energy relative to the best compared isomer or geometry (same formula, charge and spin) is 0.0 kJ/mol. The calculation puts the HOMO energy at -9.5 eV. Its orbital gap is 0.28488 hartree. The net charge is +1.

Element x y z (Å)
Be 0.3653 0.3472 0.0181
C -2.7049 2.2840 -3.1931
C -2.2600 1.5852 -1.9099
C -3.0996 0.3362 -1.6381
P -0.4461 1.2350 -1.8181
C 0.1396 0.8630 -3.5203
C 1.6639 0.7625 -3.5475
C -0.4895 -0.4005 -4.1040
C 0.2880 2.8434 -1.4083
C 0.2988 3.9394 -2.2655
C 0.7209 5.1845 -1.8335
C 1.0823 5.3321 -0.5003
C 1.1055 4.2543 0.3667
C 0.7735 2.9651 -0.0816
N 0.8189 1.8089 0.6762
C 1.3994 1.6800 1.9374
C 2.4764 2.4338 2.4264
C 3.0052 2.1785 3.6832
C 2.4979 1.1675 4.4847
C 1.4580 0.3892 3.9989
C 0.9137 0.6209 2.7426
P -0.4035 -0.3526 1.9481
C -1.9780 0.3279 2.6239
C -1.9343 0.6290 4.1224
C -2.3584 1.5988 1.8655
C -0.2803 -2.1224 2.4289
C -0.7969 -2.5226 3.8089
C 1.1338 -2.6460 2.1666
H -3.7575 2.5589 -3.1077
H -2.6079 1.6325 -4.0618
H -2.1472 3.1998 -3.3829
H -2.3993 2.2885 -1.0830
H -3.0688 -0.3490 -2.4865
H -4.1398 0.6242 -1.4728
H -2.7422 -0.2177 -0.7682
H -0.1649 1.7234 -4.1248
H 1.9870 -0.1717 -3.0826
H 2.1388 1.6044 -3.0410
H 2.0171 0.7507 -4.5794
H -0.2165 -1.2807 -3.5215
H -0.1373 -0.5393 -5.1276
H -1.5770 -0.3504 -4.1338
H -0.0336 3.8230 -3.2901
H 0.7420 6.0262 -2.5109
H 1.3525 6.3105 -0.1234
H 1.3579 4.4206 1.4023
H 2.9179 3.2068 1.8148
H 3.8304 2.7833 4.0380
H 2.9105 0.9817 5.4663
H 1.0671 -0.4112 4.6130
H -2.7285 -0.4444 2.4178
H -1.2186 1.4262 4.3258
H -1.6655 -0.2300 4.7327
H -2.9170 0.9741 4.4487
H -1.6317 2.3925 2.0504
H -3.3354 1.9529 2.1981
H -2.4038 1.4304 0.7920
H -0.9329 -2.5844 1.6779
H -0.2264 -2.0759 4.6230
H -0.7090 -3.6056 3.9138
H -1.8470 -2.2679 3.9481
H 1.8886 -2.0734 2.7089
H 1.3677 -2.6235 1.1035
H 1.2008 -3.6825 2.5019
C -0.2008 -5.7928 -1.2176
N -1.5478 -5.2589 -1.2958
C -2.7105 -6.0047 -1.4071
C -3.7416 -5.1395 -1.4482
N -3.1904 -3.8754 -1.3567
C -1.8388 -3.9387 -1.2624
S -0.7612 -2.6504 -1.1308
H -0.2184 -6.8246 -1.5577
H 0.1680 -5.7460 -0.1936
H 0.4548 -5.2003 -1.8515
H -2.6944 -7.0780 -1.4519
H -4.7988 -5.3079 -1.5304
H -3.6807 -2.9984 -1.3689
N 5.0792 0.5281 -0.6155
C 3.6688 0.7805 -0.3528
C 2.8876 -0.5007 -0.5431
O 3.5663 -1.5266 -0.9541
O 1.6843 -0.5960 -0.3260
H 5.4755 1.1713 -1.2855
H 4.4968 -1.1826 -1.0433
H 5.6393 0.5611 0.2254
H 3.2441 1.5118 -1.0441
H 3.4589 1.1434 0.6546